Record 1
{
  "formula": "C4H9NO2",
  "method": "ωB97M-V/def2-TZVPD",
  "e_tot_ev": -9878.097,
  "symbols": ["H", "N", "C", "O", "H", "H", "C", "C", "C", "O", "H", "H", "H", "H", "H", "H"],
  "xyz": [[-0.5510, -1.9247, -2.6909], [-0.3647, -1.2238, -1.9797], [-0.7039, -0.0726, -2.3927], [-0.5769, 1.0264, -1.6482], [-1.1292, 0.1751, -3.3687], [-0.2679, 0.7349, -0.7639], [1.3253, -0.9845, 1.0660], [0.0208, -0.2697, 1.2478], [-0.0916, 1.0378, 1.4880], [-1.3077, 1.6241, 1.6937], [1.3079, -1.5607, 0.1347], [1.5113, -1.6800, 1.8929], [2.1681, -0.2860, 1.0187], [-0.8935, -0.8578, 1.1902], [0.7830, 1.6878, 1.5587], [-1.2301, 2.5738, 1.5534]],
  "forces_ev_per_a": [[0.0155, 0.0450, 0.0153], [-0.1818, 0.3977, -0.2244], [0.0351, -0.3810, -0.0864], [0.0610, -0.0838, 0.1755], [0.0605, -0.1118, 0.0566], [-0.0260, 0.0885, -0.0155], [0.0940, -0.0077, -0.0251], [-0.0367, 0.3056, 0.0742], [0.3096, -0.4790, -0.0664], [-0.0589, 0.2414, -0.0221], [-0.0053, 0.0762, 0.1472], [-0.0303, 0.0738, -0.1235], [-0.1293, -0.0655, 0.0444], [0.0907, 0.0822, 0.0078], [-0.1476, -0.0828, -0.0222], [-0.0507, -0.0988, 0.0647]],
  "lowdin_charge": [0.04, 0.10, -0.36, 0.02, 0.12, 0.06, -0.11, -0.18, -0.24, 0.00, 0.05, 0.07, 0.07, 0.12, 0.13, 0.10]
}

Record 2
{
  "formula": "C4H9NO2",
  "method": "ωB97M-V/def2-TZVPD",
  "e_tot_ev": -9878.537,
  "symbols": ["C", "C", "O", "C", "C", "N", "O", "H", "H", "H", "H", "H", "H", "H", "H", "H"],
  "xyz": [[1.5069, -1.4755, 0.2130], [0.1552, -0.6974, -0.2496], [-0.8628, -1.2064, 0.6013], [0.3513, 0.8006, -0.0857], [-0.8175, 1.7015, -0.4874], [-2.0065, 1.3794, 0.0903], [-0.6631, 2.6617, -1.2213], [1.9179, -1.1654, 1.1974], [2.2109, -1.1977, -0.5554], [1.4782, -2.5907, 0.2335], [-0.0408, -0.9893, -1.2871], [-0.0801, -1.6926, 0.9411], [0.5834, 0.9963, 0.9705], [1.2017, 1.0996, -0.6985], [-2.8242, 1.8937, -0.2058], [-2.1104, 0.4821, 0.5438]],
  "forces_ev_per_a": [[-0.1124, 0.7439, -0.7774], [1.7180, -0.1166, -0.4216], [1.1703, -0.6344, 0.3866], [0.1864, 0.0394, -0.1351], [0.0863, -0.0348, -0.0409], [-0.0379, -0.0098, -0.1550], [-0.0979, -0.2826, 0.2072], [-0.5078, 0.2150, -0.5365], [0.6629, -0.0812, -0.0706], [-0.5355, 0.7299, -0.2788], [-0.0112, 0.2094, 0.0075], [-2.6469, -0.9858, 1.8614], [-0.0068, 0.0055, -0.1879], [-0.0165, 0.1662, 0.0922], [0.1630, -0.1173, 0.0637], [-0.0142, 0.1530, -0.0148]],
  "lowdin_charge": [-0.05, -0.41, -0.06, -0.08, -0.54, 0.17, 0.04, 0.10, 0.07, 0.09, 0.15, 0.05, 0.14, 0.12, 0.11, 0.08]
}

Record 3
{
  "formula": "C4H9NO2",
  "method": "ωB97M-V/def2-TZVPD",
  "e_tot_ev": -9877.678,
  "symbols": ["C", "C", "C", "O", "C", "N", "O", "H", "H", "H", "H", "H", "H", "H", "H", "H"],
  "xyz": [[-1.9307, 0.1082, -0.4515], [-0.5048, 0.4755, 0.0931], [-0.2040, -0.2758, 1.3819], [1.1923, -0.3729, 1.1369], [1.0921, -0.0661, -0.2411], [2.2584, 0.6648, -0.5952], [1.0065, -1.1543, -1.1021], [-2.6728, 0.4409, 0.3012], [-2.2484, 0.5936, -1.3812], [-2.1313, -0.9695, -0.5517], [-0.4992, 1.5602, 0.2258], [-0.4115, 0.2241, 2.3294], [-0.6597, -1.2768, 1.3815], [2.7856, 0.3105, -1.3857], [2.8567, 0.9308, 0.1778], [0.0708, -1.1933, -1.3193]],
  "forces_ev_per_a": [[0.3338, -0.0368, -0.1694], [0.2335, 0.1273, 0.1955], [-0.2485, -0.0199, 0.3418], [0.1192, -0.2237, 0.0023], [-0.4082, 0.3330, -0.0476], [-0.4766, 0.4576, -0.1853], [-0.2863, -0.0781, -0.0376], [0.5206, -0.0346, -0.1450], [0.4072, -0.0295, 0.0619], [0.3775, 0.1559, -0.0546], [0.2900, -0.1154, 0.0854], [0.0042, -0.0184, -0.0066], [-0.0334, 0.1641, 0.0910], [-0.4506, -0.0559, 0.2042], [-0.4157, -0.1428, -0.0643], [0.0335, -0.4827, -0.2716]],
  "lowdin_charge": [-0.08, -0.18, -0.18, -0.04, -0.56, 0.13, 0.05, 0.08, 0.07, 0.07, 0.13, 0.12, 0.12, 0.09, 0.09, 0.08]
}

Record 4
{
  "formula": "C4H9NO2",
  "method": "ωB97M-V/def2-TZVPD",
  "e_tot_ev": -9876.893,
  "symbols": ["C", "C", "C", "N", "C", "O", "O", "H", "H", "H", "H", "H", "H", "H", "H", "H"],
  "xyz": [[-1.5644, 0.9077, -0.6440], [-0.7538, 0.6650, 0.6289], [0.7833, 0.0219, 0.2983], [1.7134, 0.8121, -0.3228], [0.8070, -1.3332, 0.3340], [-0.2695, -1.9912, 0.7628], [1.8806, -2.0636, -0.0612], [-2.4725, 1.4714, -0.4272], [-1.8473, -0.0404, -1.1017], [-0.9828, 1.4680, -1.3766], [-1.3957, 0.3399, 1.4596], [-0.4171, 1.6202, 1.0348], [2.1909, 0.3849, -1.1091], [1.5774, 1.8058, -0.4287], [-0.9156, -1.0839, 0.8191], [1.6660, -2.9846, 0.1337]],
  "forces_ev_per_a": [[0.0783, -0.2077, 0.1136], [2.9384, 1.1669, -0.9382], [-3.9247, -1.5426, 0.7874], [1.3738, 0.7865, -0.6777], [0.9959, 2.3799, -0.0787], [-2.8040, 2.2046, 0.2555], [-0.3913, -0.2835, 0.1879], [-0.0282, 0.0031, -0.0224], [-0.0745, -0.0061, -0.0807], [0.0247, -0.0384, 0.0432], [0.4463, -0.7476, -0.0502], [-0.2604, 0.3274, 0.0008], [-0.2390, 0.2505, 0.1346], [-0.1612, -0.3019, 0.1907], [1.8693, -3.9588, 0.2046], [0.1565, -0.0322, -0.0702]],
  "lowdin_charge": [-0.11, -0.19, -0.26, 0.07, -0.48, 0.02, 0.09, 0.07, 0.07, 0.07, 0.11, 0.10, 0.09, 0.08, 0.15, 0.11]
}

Record 5
{
  "formula": "C4H9NO2",
  "method": "ωB97M-V/def2-TZVPD",
  "e_tot_ev": -9879.727,
  "symbols": ["C", "C", "O", "C", "C", "N", "O", "H", "H", "H", "H", "H", "H", "H", "H", "H"],
  "xyz": [[2.0589, -0.3006, 0.3353], [0.6420, -0.2756, -0.2217], [0.0148, -1.5466, -0.0265], [-0.2186, 0.7653, 0.4890], [-1.5812, 1.0622, -0.1313], [-2.2685, -0.0240, -0.5708], [-2.0198, 2.1986, -0.1970], [2.0346, -0.5137, 1.4095], [2.5638, 0.6582, 0.1784], [2.6574, -1.0775, -0.1566], [0.6748, -0.0416, -1.2982], [0.5756, -2.2215, -0.4274], [-0.3753, 0.4273, 1.5220], [0.3094, 1.7213, 0.5297], [-3.1923, 0.1197, -0.9471], [-1.8756, -0.9514, -0.4873]],
  "forces_ev_per_a": [[0.0497, 0.0113, 0.0313], [0.0987, 0.2688, -0.0068], [0.0972, -0.1935, -0.1008], [0.0491, 0.0800, 0.0153], [-0.0384, 0.0272, 0.0412], [-0.0365, 0.0416, -0.0145], [0.1161, -0.3103, 0.0035], [0.0063, 0.0324, -0.1412], [-0.1002, -0.1279, 0.0062], [-0.0950, 0.1111, 0.0635], [-0.0317, -0.0654, 0.1528], [-0.1115, 0.0404, 0.0557], [-0.0063, 0.0504, -0.1217], [-0.0549, -0.1324, -0.0124], [0.1273, -0.0169, 0.0362], [-0.0697, 0.1833, -0.0083]],
  "lowdin_charge": [-0.05, -0.44, -0.06, -0.07, -0.54, 0.17, 0.04, 0.09, 0.09, 0.08, 0.15, 0.10, 0.14, 0.13, 0.11, 0.08]
}

Record 6
{
  "formula": "C4H9NO2",
  "method": "ωB97M-V/def2-TZVPD",
  "e_tot_ev": -9876.700,
  "symbols": ["C", "C", "O", "C", "N", "C", "O", "H", "H", "H", "H", "H", "H", "H", "H", "H"],
  "xyz": [[1.1357, -0.9698, 2.1876], [0.5457, -1.0251, 0.7954], [-0.7844, -1.5811, 0.5696], [0.7669, 0.3264, -0.0187], [-0.0531, 0.2308, -1.1872], [-0.6184, 1.3437, -1.7314], [-1.2298, 2.2356, -1.1567], [0.4956, -0.3521, 2.7494], [2.3452, -0.7338, 2.2224], [1.0752, -2.0534, 2.6271], [1.3112, -1.6594, 0.3541], [-0.9748, -2.3824, 1.1375], [0.2292, 1.1041, 0.5831], [1.9242, 0.5646, -0.0569], [-0.5816, -0.6415, -1.1709], [-0.3188, 1.2508, -2.8360]],
  "forces_ev_per_a": [[1.7269, -2.3881, 0.5559], [2.4378, -0.1873, -1.5536], [0.7193, -0.1266, 1.4540], [-1.4751, 0.1358, 3.2113], [1.8330, -1.9104, 0.4612], [-0.9462, 1.3935, -1.2825], [1.5104, -1.3117, -1.1511], [-0.1311, 1.0930, 1.4193], [-3.4329, -0.1505, -0.2750], [0.0688, 1.8952, -0.5906], [-0.4425, -0.7960, -0.9266], [0.7503, 1.4562, -0.8602], [1.1199, -0.1078, 0.0587], [-2.3598, -0.5822, -0.5332], [0.0191, 0.3982, -0.6274], [-1.3979, 1.1887, 0.6397]],
  "lowdin_charge": [-0.08, -0.44, -0.06, -0.16, -0.05, -0.34, 0.05, 0.05, 0.15, 0.10, 0.11, 0.13, 0.12, 0.16, 0.12, 0.14]
}

What are the largest force on an atom values for these records? In order: 0.0112 0.0658 0.0133 0.0852 0.0064 0.0688 Eh/bohr.
What are the Kohn-Sham gap values for these records? In order: 0.3572 0.3852 0.3772 0.2791 0.3766 0.3568 Ha.
What are the energy above the lowest of the compared OMol25 structures with the same formula, charge and spin values for these records? In order: 45.3 35.1 54.9 73.1 7.7 77.5 kcal/mol.